Record 1
Here is an isolated ion of composition C9H14NO and charge +1 at a distorted geometry from the Open Molecules 2025 dataset. Energies are from wB97M-V/def2-TZVPD.

Values from the calculation:
Total charge: +1
LUMO: -3.3 eV
Energy relative to the best compared isomer or geometry (same formula, charge and spin): 3.460 eV
Gap between HOMO and LUMO: 0.334 Eh

Geometry (Å):
C1 -2.25373 -1.88754 0.02802
C2 -2.05767 -2.40913 1.23677
C3 -1.20908 -0.92136 -0.17546
C4 -0.54523 -0.90773 1.01936
C5 -0.80431 -0.01372 -1.24514
C6 0.56625 -0.03167 1.21650
C7 0.27505 1.02575 -0.78445
C8 -0.33006 2.19703 -0.39873
C9 1.62704 1.23006 -1.41767
N1 1.92235 -0.79905 1.20493
O1 -1.02440 -1.85637 1.89398
H1 -2.97911 -2.18074 -0.66256
H2 -2.48759 -3.19800 1.80287
H3 -0.32485 -0.53098 -2.04528
H4 -1.60216 0.57167 -1.57002
H5 0.65210 0.85150 1.87092
H6 -0.98306 2.57347 -1.15401
H7 0.36561 2.88893 -0.01020
H8 -1.15007 2.14547 0.33112
H9 2.43879 1.52806 -0.61935
H10 1.31628 2.11618 -2.10271
H11 1.97438 0.50128 -2.04732
H12 1.67319 -1.52514 0.60072
H13 2.31616 -1.25634 2.06620
H14 2.62411 -0.11163 0.96150

Atoms 1-3, force components in eV/Å:
C 0.8 0.7 -0.9
C 0.1 -0.7 1.1
C -0.4 -0.8 2.2

Atom charges from the Mulliken analysis, given in e for atoms 1 to 5: number 1, C, carries -1.286; number 2, C, carries -0.251; number 3, C, carries 1.062; number 4, C, carries -0.213; number 5, C, carries -0.725

Record 2
Here is a 2-piece molecular cluster, C4H12 overall at a distorted geometry from the Open Molecules 2025 dataset. Energies are from wB97M-V/def2-TZVPD.

Values from the calculation:
LUMO: 1.1 eV
Energy relative to the best compared isomer or geometry (same formula, charge and spin): 0.811 eV
Gap between HOMO and LUMO: 0.450 Eh
Structure (SMILES): CC.CC

Geometry (Å):
C1 -1.17094 0.17670 -1.98281
C2 -1.30510 1.19164 -0.85957
H1 -2.17014 0.05706 -2.49467
H2 -0.41324 0.55918 -2.67438
H3 -0.99376 -0.86541 -1.68603
H4 -2.01847 0.77226 -0.12316
H5 -1.62639 2.20630 -1.13188
H6 -0.29390 1.41664 -0.52965
C3 0.80086 -0.80415 0.78531
C4 1.65370 -0.53816 2.02379
H7 -0.12439 -0.25520 1.02252
H8 1.33224 -0.55990 -0.11331
H9 0.48415 -1.82617 0.73937
H10 1.88819 0.47139 2.34202
H11 1.30845 -1.02825 2.99602
H12 2.59299 -1.12432 2.11231

Atoms 1-3, force components in eV/Å:
C -1.7 0.2 -1.1
C 0.0 -0.1 0.2
H 1.0 0.4 0.0

Atom charges from the Mulliken analysis, given in e for atoms 1 to 5: number 1, C, carries -0.791; number 2, C, carries -0.832; number 3, H, carries 0.309; number 4, H, carries 0.260; number 5, H, carries 0.241

Record 3
Here is C30H35AsCl2N6O4RuSi2 as an isolated structure at a distorted geometry from the Open Molecules 2025 dataset. Energies are from wB97M-V/def2-TZVPD.

Values from the calculation:
Total charge: -1
LUMO (alpha / beta): 2.0 / -0.3 eV
Energy relative to the best compared isomer or geometry (same formula, charge and spin): 0.000 eV
Spin multiplicity: 6
Gap between HOMO and LUMO (alpha / beta): 0.207 / 0.134 Eh

Geometry (Å):
Ru1 -1.07265 -0.73172 1.47078
Cl1 -4.21494 -5.56032 5.74527
C1 -3.36947 -4.14724 5.25499
C2 -2.85461 -4.17583 3.94693
C3 -2.34651 -2.99681 3.40803
N1 -1.92957 -2.72622 2.09627
C4 -2.01770 -3.69932 1.16609
O1 -2.26287 -4.89979 1.36783
C5 -1.82464 -3.22669 -0.27191
C6 -2.09507 -4.05617 -1.31238
C7 -1.97634 -3.56195 -2.61692
C8 -1.50358 -2.27675 -2.81567
C9 -1.18689 -1.53467 -1.66894
N2 -1.38496 -1.97864 -0.44778
C10 -2.12751 -1.91177 4.23152
C11 -2.70045 -1.91785 5.54564
C12 -3.27283 -3.01102 6.03551
Cl2 -3.82714 -3.04152 7.66317
N3 -1.48700 -0.82067 3.67267
C13 -0.83357 0.02023 4.48528
O2 -0.85688 0.06080 5.73650
C14 -0.08918 1.08064 3.81933
C15 0.46291 2.17081 4.44806
C16 1.09794 3.12417 3.73270
C17 1.23632 3.00357 2.36604
C18 0.77357 1.83739 1.77536
N4 0.11512 0.93955 2.48574
H1 -2.94360 -5.03069 3.26580
H2 -2.39990 -5.06791 -0.99465
H3 -2.28579 -4.23072 -3.44015
H4 -1.45634 -1.85524 -3.80337
H5 -0.76837 -0.48391 -1.74701
H6 -2.66081 -1.05419 6.16389
H7 0.34676 2.20664 5.50988
H8 1.48105 4.00375 4.26843
H9 1.55180 3.87636 1.74464
H10 0.84709 1.70054 0.67825
N5 1.03436 -3.21238 2.75710
C19 1.42124 -2.89115 1.49291
C20 2.28691 -3.72817 0.77656
C21 2.95627 -3.16175 -0.28935
C22 2.62690 -1.83392 -0.69846
C23 1.67599 -1.11971 -0.02342
N6 1.05188 -1.68426 1.02549
H11 0.88259 -4.17671 2.92866
H12 0.30964 -2.57416 3.10965
H13 2.51469 -4.69896 1.23065
H14 3.73418 -3.69596 -0.82505
H15 3.03914 -1.35755 -1.58015
H16 1.41409 -0.09426 -0.31363
O3 -4.22484 0.07106 0.37802
C24 -3.39452 0.94025 0.48538
O4 -2.13567 0.82796 0.75698
H17 -3.81172 1.96210 0.30154
C25 -0.66450 4.17472 -0.75027
Si1 0.21183 3.68878 -2.40800
C26 1.14495 5.26708 -2.87070
C27 -1.00883 3.38135 -3.78869
As1 1.50669 1.84052 -2.11415
Si2 2.60765 1.70676 -4.04437
C28 1.57892 1.97785 -5.60119
C29 3.86614 3.07268 -4.11348
C30 3.57392 0.14047 -4.12148
H18 -1.06874 5.21824 -0.82504
H19 0.12240 4.17870 0.03522
H20 -1.46780 3.52944 -0.46352
H21 0.50481 6.12125 -2.72733
H22 1.54690 5.30316 -3.87598
H23 2.03399 5.34763 -2.22970
H24 -1.11990 4.20854 -4.56798
H25 -1.94676 3.11151 -3.42595
H26 -0.57118 2.45503 -4.30929
H27 1.10796 3.01209 -5.63751
H28 0.75064 1.27789 -5.76057
H29 2.27897 1.80335 -6.44256
H30 3.31534 3.98936 -4.15273
H31 4.43623 3.04814 -4.97051
H32 4.39936 3.06611 -3.18016
H33 2.90251 -0.67258 -3.87404
H34 4.24050 0.21991 -3.26187
H35 4.17346 -0.06724 -4.99685

Atoms 1-3, force components in eV/Å:
Ru 0.6 -1.4 1.2
Cl -0.2 -0.5 0.5
C 0.5 -0.5 -1.7

Atom charges from the Mulliken analysis, given in e for atoms 1 to 5: number 1, Ru, carries 0.988; number 2, Cl, carries -0.253; number 3, C, carries 0.229; number 4, C, carries -1.157; number 5, C, carries 0.221

Record 4
Here is a single C20H20N6O2 molecule at a distorted geometry from the Open Molecules 2025 dataset. Energies are from wB97M-V/def2-TZVPD.

Values from the calculation:
LUMO: -0.1 eV
Energy relative to the best compared isomer or geometry (same formula, charge and spin): 2.898 eV
Gap between HOMO and LUMO: 0.308 Eh
Structure (SMILES): CNCCCNC(=O)c1ccc(-n2ncc(-c3ccc(C#N)cc3)c2O)nc1

Geometry (Å):
N1 -2.54465 -0.27203 10.24716
O1 0.36745 -3.38758 -3.64197
C1 -2.27678 -0.24273 9.13178
N2 0.36377 1.38448 1.90978
N3 -0.29966 -1.71007 0.10833
O2 -1.03514 -1.70877 2.84991
C2 0.68932 -2.21934 -3.49574
C3 -0.00443 1.59274 3.18740
C4 -0.55558 0.36663 3.76608
C5 -0.68033 -0.47637 2.70971
C6 -0.14293 -2.19514 -1.09218
C7 0.13881 -0.45343 0.32652
C8 0.96967 0.17093 -0.62256
C9 -2.54585 0.82071 6.90033
C10 -0.78587 -0.94408 7.31153
C11 1.21124 -0.35257 -1.86126
C12 -2.16488 0.96144 5.63736
C13 -0.41026 -0.74889 5.92131
C14 -1.86632 -0.12478 7.80453
C15 0.61245 -1.57994 -2.12402
C16 -1.06347 0.18039 5.14393
N4 -0.09392 0.14014 1.55241
N5 1.31978 -1.51452 -4.49283
N6 1.06886 -0.80429 -8.64749
C17 1.06580 0.66632 -8.60107
C18 1.17289 -1.79804 -5.92240
C19 -0.02758 -1.52968 -8.02191
C20 -0.14105 -1.34931 -6.58433
H1 -1.03941 -2.21865 2.06009
H2 0.15301 2.53051 3.77771
H3 -0.70688 -3.14971 -1.43309
H4 1.23727 1.13815 -0.29308
H5 -3.36165 1.35758 7.30542
H6 -0.28101 -1.58407 8.03306
H7 1.86142 0.24101 -2.60231
H8 -2.70766 1.70381 5.08573
H9 0.59632 -1.10005 5.63504
H10 1.95591 -0.84387 -4.20016
H11 1.40223 -1.17613 -9.56995
H12 0.81329 1.06283 -7.65745
H13 0.39173 1.11915 -9.30682
H14 2.05698 0.92162 -8.92788
H15 1.30344 -2.89019 -6.03373
H16 2.01311 -1.27940 -6.40210
H17 -0.07187 -2.59810 -8.16995
H18 -0.84567 -1.05028 -8.56945
H19 -0.31762 -0.37981 -6.22214
H20 -0.92708 -1.99962 -6.14271

Atoms 1-3, force components in eV/Å:
N -0.2 -0.1 0.3
O -0.9 0.4 -0.2
C -0.1 0.2 1.1

Atom charges from the Mulliken analysis, given in e for atoms 1 to 5: number 1, N, carries -0.500; number 2, O, carries -0.654; number 3, C, carries 0.123; number 4, N, carries -1.221; number 5, N, carries -0.368

Record 5
Here is a 2-piece molecular cluster, C2HF4O4S overall at a distorted geometry from the Open Molecules 2025 dataset. Energies are from wB97M-V/def2-TZVPD.

Values from the calculation:
Total charge: -1
LUMO: 3.6 eV
Energy relative to the best compared isomer or geometry (same formula, charge and spin): 1.397 eV
Gap between HOMO and LUMO: 0.307 Eh

Geometry (Å):
C1 -0.10696 -0.17678 1.02965
C2 1.67788 0.52821 -0.16989
O1 -1.85169 0.52017 -0.93947
O2 -2.18525 -1.63692 0.19223
O3 -0.46313 -1.31076 -1.56231
O4 -0.57146 0.69869 1.69620
F1 0.52274 -1.25236 1.62253
F2 2.44457 -0.33298 -0.94145
F3 2.52820 1.15268 0.72698
F4 1.25706 1.56227 -1.00183
S1 -1.11691 -0.83377 -0.42359
H1 -2.13506 1.08155 -0.22905

Atoms 1-3, force components in eV/Å:
C 2.3 0.1 -1.5
C -1.7 -0.2 0.9
O 0.9 -0.7 -0.8

Atom charges from the Mulliken analysis, given in e for atoms 1 to 5: number 1, C, carries 0.565; number 2, C, carries 0.341; number 3, O, carries -0.466; number 4, O, carries -0.641; number 5, O, carries -0.560

Record 6
Here is a single C8H16N2O3S2 molecule at a distorted geometry from the Open Molecules 2025 dataset. Energies are from wB97M-V/def2-TZVPD.

Values from the calculation:
LUMO: 0.5 eV
Energy relative to the best compared isomer or geometry (same formula, charge and spin): 3.264 eV
Gap between HOMO and LUMO: 0.354 Eh
Structure (SMILES): CSCC[C@H](N)C(=O)N[C@@H](CS)C(=O)O

Geometry (Å):
C1 1.05726 -0.77694 -1.33899
C2 -0.49179 -0.80857 -1.05169
C3 1.72389 0.14493 -0.35787
C4 1.89969 -0.45495 1.10719
C5 4.47286 0.60251 1.31275
C6 -2.46803 -0.39658 0.21946
C7 -3.70479 0.02315 -0.56875
C8 -2.73581 0.13266 1.66091
H1 0.28769 -0.50430 -3.33052
H2 1.03648 0.89884 -2.61164
H3 1.49044 -1.77150 -1.43196
H4 2.81524 0.25805 -0.72666
H5 1.14974 1.12080 -0.40774
H6 2.50302 -1.32569 1.01974
H7 0.88197 -0.76623 1.38242
H8 5.42384 0.95533 1.94476
H9 4.59982 -0.37099 0.72088
H10 4.45016 1.33014 0.40400
H11 -0.74571 0.91224 0.19417
H12 -2.61571 -1.48623 0.25057
H13 -2.07759 -0.29638 2.41743
H14 -3.84052 0.07129 1.99210
H15 -3.24260 2.37815 1.11527
H16 -2.80421 -0.99730 -1.89809
N1 1.11388 -0.19603 -2.67473
N2 -1.15339 0.12790 -0.21628
O1 -1.18860 -1.79699 -1.47709
O2 -4.77306 0.55814 -0.06503
O3 -3.40447 -0.15114 -1.97154
S1 2.78482 0.72994 2.18929
S2 -2.44449 1.85573 2.19765

Atoms 1-3, force components in eV/Å:
C -2.6 1.0 -0.4
C -1.4 -2.6 1.1
C 2.3 0.0 0.4

Atom charges from the Mulliken analysis, given in e for atoms 1 to 5: number 1, C, carries 0.600; number 2, C, carries 0.061; number 3, C, carries -0.792; number 4, C, carries -0.852; number 5, C, carries -0.751

- energy relative to the best compared isomer or geometry (same formula, charge and spin) of number 5 (C2HF4O4S)?
  1.397 eV